ORCA calculation (ωB97M-V/def2-TZVPD) on a 2-piece molecular cluster, C7H8Cl2N2 overall.

```
19
Properties=species:S:1:pos:R:3:forces:R:3:nbo_charge:R:1
Cl 0.7393 1.0493 2.5028 0.0 0.2 0.2 -0.02
Cl 1.5780 2.4349 -0.6940 0.0 0.1 -0.1 -0.06
N -1.0555 2.5103 -0.0312 -0.4 0.4 0.0 -0.86
N -0.4731 1.7252 -2.1546 -0.1 0.2 0.3 -0.84
C 0.0917 -0.1410 0.1550 -0.3 3.3 -1.6 -0.06
C 0.0654 -2.4930 -0.2042 0.0 -0.1 -0.1 -0.21
C -0.1212 -1.2049 -0.6851 0.1 -0.1 0.2 -0.27
C 0.4676 -2.6791 1.1081 0.0 -0.2 0.0 -0.22
C -0.1223 1.8957 -0.8317 0.7 -3.2 1.3 0.42
C 0.6756 -1.5980 1.9465 0.0 0.2 0.1 -0.22
C 0.4824 -0.3123 1.4567 0.0 -0.5 -0.2 -0.10
H -0.1018 -3.3448 -0.8483 0.0 -0.1 0.0 0.21
H -1.4280 1.4221 -2.2817 0.0 -0.1 0.0 0.39
H -1.4368 3.3710 -0.4138 0.2 -0.1 0.0 0.38
H -0.7434 2.6285 0.9240 -0.1 -0.1 -0.1 0.41
H 0.6219 -3.6796 1.4851 0.0 -0.1 0.0 0.22
H -0.4310 -1.0428 -1.7080 0.0 0.0 -0.2 0.20
H 0.2014 1.2054 -2.6946 0.0 0.1 0.0 0.40
H 0.9899 -1.7470 2.9690 0.0 0.0 0.1 0.22
```
Forces are in eV/Å.

The calculation puts the highest occupied orbital energy at -8.33 eV. The calculation puts the LUMO energy at 0.73 eV. The molar mass is 191.06 u. Its charge is 0.